ORCA calculation (wB97M-V/def2-TZVPD) on a molecular structure, C32H46N6O6Ti.

Results
Gap between HOMO and LUMO (alpha / beta), eV: 5.54 / 6.49
Relative energy (zero: lowest compared OMol25 entry of this formula, charge and spin), kJ/mol: 260.5
Spin multiplicity: 3
Lowest unoccupied orbital energy (alpha / beta), eV: 0.57 / -0.80
⟨S²⟩: 2.008
HOMO (alpha / beta), eV: -4.97 / -7.29

Each line ends with the Mulliken spin population.
Cartesian coordinates (Å):
Ti  0.095  0.656  0.387  0.910
O  -1.412  1.501  0.040  0.025
O  0.945  2.366  3.089  0.002
O  2.672  -3.608  2.757  0.000
O  1.199  1.633  -0.760  0.400
O  1.365  1.861  0.583  0.382
O  0.460  0.867  6.735  0.000
N  -0.435  0.241  2.328  -0.083
N  -0.128  -0.408  4.568  0.005
N  0.885  -1.658  2.839  -0.012
N  -0.436  -0.332  -1.836  0.044
N  0.643  -2.639  -1.028  0.004
N  -1.546  -1.462  0.291  0.010
C  0.908  -2.324  -2.410  0.001
C  -0.033  -2.592  5.717  0.004
C  -3.432  2.641  -0.491  -0.002
C  -3.141  2.385  3.721  0.001
C  0.354  -0.501  6.886  0.001
C  0.474  -1.188  8.071  -0.001
C  0.900  1.628  7.828  0.000
C  2.903  -0.560  -0.057  0.019
C  -0.477  -3.479  -0.697  0.001
C  3.843  -2.572  0.877  0.008
C  -1.032  3.515  3.947  -0.002
C  3.694  -4.568  2.860  0.001
C  0.097  -1.198  5.678  -0.001
C  -2.405  3.471  4.154  0.005
C  0.095  -3.268  6.917  -0.001
C  -0.391  2.454  3.324  0.006
C  -1.463  3.838  0.545  -0.001
C  -1.296  -2.884  0.463  0.001
C  -1.134  1.333  2.885  -0.064
C  0.616  -0.828  -2.698  0.019
C  3.902  -1.529  -0.043  0.013
C  0.111  -0.587  3.226  0.114
C  -1.756  -0.876  -2.101  0.008
C  -1.317  3.057  -1.812  0.006
C  1.827  -1.601  1.817  0.012
C  -2.510  1.317  3.095  0.019
C  -2.489  -1.133  -0.768  -0.004
C  0.349  -2.580  8.091  0.002
C  2.814  -2.624  1.794  0.012
C  -1.892  2.715  -0.417  0.000
C  1.703  3.548  3.176  0.004
C  1.860  -0.610  0.839  0.143
H  1.007  2.645  7.451  0.000
H  1.870  1.278  8.200  0.000
H  1.158  -2.284  3.587  -0.004
H  2.970  0.260  -0.764  0.020
H  0.445  -3.108  9.028  0.000
H  -3.726  1.859  -1.191  0.000
H  -3.086  0.463  2.769  0.000
H  -3.241  -1.927  -0.909  0.000
H  -1.127  -3.584  -1.568  0.000
H  -0.176  -4.499  -0.407  0.000
H  1.505  -0.237  -2.474  -0.005
H  1.953  -2.524  -2.661  0.001
H  -0.477  4.377  4.284  0.000
H  -1.902  -1.096  1.168  0.006
H  1.838  3.861  4.218  0.000
H  -2.895  4.299  4.647  0.000
H  -3.820  2.393  0.494  0.000
H  -0.279  -3.130  4.814  0.000
H  -1.687  2.367  -2.570  0.000
H  0.664  -0.662  8.993  0.000
H  -1.604  4.066  -2.101  -0.001
H  0.174  1.627  8.649  0.000
H  -1.954  3.712  1.505  0.000
H  -4.208  2.360  3.884  0.000
H  2.665  3.308  2.729  0.000
H  4.632  -3.310  0.884  0.001
H  0.299  -2.952  -3.073  0.000
H  4.733  -1.470  -0.728  0.001
H  -0.736  -3.010  1.392  0.001
H  0.373  -0.703  -3.769  0.002
H  3.416  -5.216  3.690  0.000
H  -1.713  4.819  0.148  -0.001
H  -1.650  -1.805  -2.664  0.001
H  -0.356  0.545  4.819  -0.002
H  -3.856  3.585  -0.821  0.000
H  -0.451  0.684  -1.853  -0.025
H  -2.242  -3.453  0.541  0.000
H  -0.381  3.765  0.681  -0.003
H  -0.025  -4.342  6.940  0.000
H  3.780  -5.168  1.947  0.000
H  1.468  -2.855  -0.492  0.000
H  -0.228  2.999  -1.762  -0.005
H  1.239  4.363  2.611  -0.001
H  -2.996  -0.212  -0.478  0.004
H  4.659  -4.095  3.071  0.000
H  -2.366  -0.194  -2.712  0.000

ORCA calculation (wB97M-V/def2-TZVPD) on a molecular structure, C32H46O22S2.

Results
Gap between HOMO and LUMO, eV: 9.54
Lowest unoccupied orbital energy, eV: 0.21
HOMO, eV: -9.34

Each line ends with the Mulliken charge.
Cartesian coordinates (Å):
S  5.064  -3.529  2.598  1.217
S  0.406  -0.479  -1.206  1.226
O  6.558  6.047  -0.208  -0.527
O  0.503  1.721  2.597  -0.609
O  -4.554  6.698  0.716  -0.313
O  5.249  -3.608  4.004  -0.614
O  6.413  4.162  1.019  -0.373
O  -0.615  -7.561  0.875  -0.147
O  1.235  -8.026  -0.283  -0.365
O  -3.184  8.369  0.177  -0.344
O  -0.142  3.204  1.031  -0.393
O  0.576  -1.688  -1.949  -0.679
O  -0.646  -0.821  -0.055  -0.397
O  5.296  -4.971  1.981  -0.472
O  5.060  4.445  -0.728  -0.383
O  -2.614  3.168  -4.080  -0.289
O  -1.493  1.533  1.592  -0.280
O  -3.760  2.330  -5.795  -0.377
O  5.860  -2.595  1.857  -0.626
O  -4.635  4.021  -4.588  -0.549
O  1.582  -0.109  -0.249  -0.214
O  0.063  0.637  -2.017  -0.547
O  1.089  -6.073  0.825  -0.392
O  -2.583  6.913  1.784  -0.575
C  -1.625  4.641  -0.282  -1.778
C  -0.922  -8.688  0.043  -0.559
C  -0.754  -3.136  2.641  -0.013
C  -3.363  7.291  0.972  0.686
C  0.146  -1.615  0.893  0.026
C  -1.963  1.941  -4.441  -0.359
C  -4.241  8.389  -0.803  0.525
C  -2.281  2.447  0.810  -0.618
C  -3.757  3.251  -4.801  0.599
C  -2.452  1.725  -5.855  0.541
C  2.473  -0.762  1.854  -0.882
C  3.417  2.676  -0.392  -0.875
C  -0.354  -5.029  4.073  -0.849
C  -0.493  -1.695  2.277  -0.933
C  3.367  -3.191  2.194  -0.488
C  1.649  -1.262  0.703  0.425
C  0.619  -7.115  0.506  0.466
C  6.061  4.992  0.005  0.596
C  -5.320  7.607  -0.086  -0.515
C  -1.614  -3.926  1.872  -0.027
C  -1.821  -5.264  2.170  -0.755
C  -1.175  -5.815  3.275  -0.414
C  2.940  -1.856  2.830  -1.322
C  -4.627  9.803  -1.166  -1.453
C  -1.221  3.231  0.072  1.247
C  -0.132  -3.691  3.759  -0.377
C  0.449  -9.231  -0.289  0.468
C  -2.536  0.276  -6.272  -1.431
C  -0.303  2.122  1.815  0.511
C  0.539  -9.938  -1.622  -1.449
C  5.399  3.155  1.123  -0.405
C  4.866  3.087  -0.291  0.502
H  3.316  -3.224  1.114  0.382
H  -2.873  3.066  1.489  0.301
H  -1.852  2.295  -6.568  0.262
H  -3.903  10.238  -1.854  0.353
H  -1.618  -0.252  -6.012  0.361
H  -1.321  -6.857  3.504  0.403
H  -2.101  -3.464  1.024  0.463
H  5.827  2.216  1.467  0.309
H  3.219  1.795  0.216  -0.115
H  -2.294  1.157  -3.756  0.235
H  5.493  2.444  -0.914  0.262
H  2.218  -2.040  3.613  0.281
H  -0.279  -10.649  -1.736  0.364
H  -4.648  10.432  -0.276  0.358
H  -2.687  0.189  -7.348  0.358
H  -0.884  2.692  -0.817  -0.102
H  0.090  -2.620  0.483  0.474
H  -2.615  4.657  -0.741  0.452
H  3.808  -1.451  3.344  0.824
H  2.763  3.485  -0.067  0.322
H  2.792  -3.999  2.636  0.173
H  0.136  -5.457  4.933  0.416
H  5.244  -4.910  1.017  0.361
H  -0.916  5.075  -0.987  0.478
H  -5.976  7.062  -0.761  0.329
H  -5.606  9.824  -1.644  0.373
H  -2.946  1.902  0.145  0.376
H  -1.455  -1.196  2.189  0.416
H  0.513  -3.065  4.355  0.465
H  -2.455  -5.858  1.538  0.422
H  -3.380  -0.212  -5.784  0.365
H  -1.458  -8.334  -0.841  0.304
H  0.503  -9.216  -2.438  0.361
H  0.819  -9.876  0.512  0.249
H  0.088  -1.205  3.047  0.570
H  1.478  -10.482  -1.710  0.360
H  3.153  2.441  -1.423  0.395
H  -1.544  -9.399  0.581  0.348
H  -5.921  8.234  0.577  0.329
H  2.119  -2.021  0.092  0.717
H  4.644  3.492  1.837  0.324
H  3.343  -0.216  1.509  0.333
H  -1.626  5.275  0.600  0.344
H  -0.884  2.043  -4.369  0.289
H  1.867  -0.067  2.426  0.027
H  -3.889  7.849  -1.685  0.259

What did we get for DFT total energy? Answer: -78267.3862; -100646.3597 eV, in the order shown.
What did we get for max |F|? Answer: 7.67; 2.00 eV/A, in the order shown.